No. 1
13 unconnected molecules or ions with the total composition C42H87BF4N12O14 at a distorted geometry, computed with wB97M-V/def2-TZVPD.

The geometry in ORCA input format:
```
! RIJCOSX wB97M-V def2-TZVPD def2/J DEFGRID3
* xyz 0 1
C -2.71227 -5.56747 4.77354
N -2.32902 -4.47444 3.77168
C -1.06506 -4.12197 3.69527
C -0.52778 -3.57539 2.54786
C -1.37390 -3.03384 1.54695
C -2.71351 -3.26917 1.74885
C -3.20055 -4.09341 2.79547
C -0.86278 -2.27391 0.31107
C -1.56728 -1.80567 -0.78799
C -0.98432 -0.99363 -1.79419
N 0.30745 -0.76157 -1.85081
C 1.02308 -1.31220 -0.84138
C 0.46047 -2.01825 0.28928
C 0.97871 0.05813 -2.83146
H -2.04464 -6.39477 4.53282
H -3.77673 -5.79307 4.83792
H -2.30818 -5.13220 5.68753
H -0.39270 -4.54554 4.42665
H 0.54155 -3.52098 2.40653
H -3.33826 -2.78698 1.01158
H -4.21243 -4.46687 2.85056
H -2.61469 -2.06829 -0.80729
H -1.65118 -0.52892 -2.50534
H 2.09494 -1.19485 -0.78012
H 1.26810 -2.28473 0.95494
H 0.83017 -0.58820 -3.69650
H 2.02034 0.24793 -2.57245
H 0.45202 1.00271 -2.69556
C 7.40828 -5.37946 2.16126
C 7.28093 -3.84697 2.31531
O 6.60131 -3.48347 3.28580
O 7.72305 -3.14648 1.40569
H 6.75599 -5.81918 2.91575
H 8.43841 -5.72948 2.22775
H 7.10999 -5.49699 1.11948
B -9.52264 -0.20191 -1.39237
F -9.61309 -1.54461 -1.28570
F -8.51941 0.08705 -2.26603
F -10.73872 0.31463 -1.91320
F -9.20917 0.39169 -0.09548
O -1.88343 3.07055 -11.03275
C -2.55956 3.38803 -11.99898
N -2.08266 3.33777 -13.24335
C -3.74333 4.25440 -11.82599
H -1.19416 2.88448 -13.40202
H -2.49241 3.93097 -13.95068
H -4.12716 4.03447 -10.82979
H -4.42785 3.92612 -12.60814
H -3.61410 5.30505 -12.08583
O -5.25837 -8.09201 -4.55882
C -5.26263 -7.07009 -5.17485
N -6.15918 -6.17813 -4.82003
C -4.28046 -6.60904 -6.21827
H -6.83312 -6.49883 -4.13954
H -6.22582 -5.19961 -5.06115
H -4.76628 -5.74698 -6.67536
H -3.98770 -7.47624 -6.81017
H -3.30667 -6.22573 -5.91343
O -7.40019 -11.36431 2.55729
C -7.50582 -12.46845 2.16993
N -7.31550 -12.74241 0.91853
C -7.50573 -13.61781 3.22854
H -7.23292 -13.71214 0.64854
H -6.86798 -11.99660 0.40510
H -6.80412 -14.45158 3.20255
H -8.52430 -13.93986 3.44514
H -7.07027 -13.10943 4.08879
O -10.90359 -9.69255 8.58459
C -11.54450 -8.62615 8.76230
N -12.01015 -7.90158 7.80521
C -11.88857 -8.07867 10.13856
H -11.80710 -8.14789 6.84697
H -12.66840 -7.18567 8.07777
H -11.30776 -7.16574 10.27018
H -11.73765 -8.70874 11.01511
H -12.94709 -7.84826 10.25910
O -2.72685 -13.73252 9.43766
C -3.18037 -13.39250 10.49596
N -4.38593 -13.00123 10.67697
C -2.28796 -13.31248 11.62934
H -4.95613 -12.96281 9.84420
H -4.56529 -12.38665 11.45812
H -1.97022 -14.30418 11.95136
H -2.79488 -12.73531 12.40264
H -1.53095 -12.57720 11.35660
O 2.12891 -7.55178 11.76051
C 2.76116 -7.14540 12.71814
N 2.50854 -5.97411 13.20958
C 3.67489 -8.11157 13.49902
H 1.78576 -5.54556 12.64918
H 2.98480 -5.46562 13.94082
H 3.16510 -8.89879 14.05445
H 4.24938 -7.53137 14.22114
H 4.34550 -8.53019 12.74858
O 9.73279 1.93756 -4.25250
C 10.55722 1.19927 -3.77273
N 10.39437 -0.12911 -3.86391
C 11.71186 1.66768 -2.82373
H 9.63636 -0.42482 -4.46232
H 10.59105 -0.63776 -3.01380
H 11.37620 2.14170 -1.90137
H 12.30183 2.34984 -3.43585
H 12.36019 0.86506 -2.47222
O -4.49501 0.34317 7.26353
C -5.28957 1.23558 7.16518
N -4.97076 2.41167 7.75308
C -6.52977 1.20017 6.34475
H -4.17410 2.28087 8.35999
H -5.38966 3.29011 7.48297
H -7.17266 0.47800 6.84802
H -6.32094 0.92628 5.31060
H -6.95149 2.19700 6.47352
C 2.19953 7.15117 -1.34739
O 0.91795 6.66141 -1.50016
C -0.03521 6.97265 -0.42786
C -1.26839 7.66476 -0.95155
N -0.85896 9.05010 -1.34004
C -2.00916 9.77611 -1.83446
C -1.59177 10.47047 -3.16726
O -1.47351 9.55519 -4.20888
C -0.76581 10.07189 -5.26804
H 2.98747 6.80187 -2.01466
H 2.72918 6.90896 -0.42603
H 2.22597 8.23748 -1.26175
H 0.53135 7.49278 0.34452
H -0.27591 6.07753 0.14566
H -2.12356 7.82469 -0.29490
H -1.43561 6.99085 -1.79179
H -0.07588 9.08715 -1.97684
H -2.46882 10.48947 -1.15039
H -2.81935 9.07040 -2.01797
H -0.59695 10.86780 -2.96581
H -2.18988 11.33725 -3.44842
H -1.27074 10.93239 -5.70699
H -0.75156 9.30382 -6.04133
H 0.20365 10.55270 -5.13739
C 6.79647 9.54360 -9.47194
O 7.99275 10.01949 -8.73356
C 8.24384 9.52945 -7.44290
C 9.74370 9.96784 -7.10010
N 9.81765 11.43453 -7.08268
C 11.17807 11.95609 -7.30180
C 11.04011 13.51921 -7.39752
O 10.59630 14.18454 -6.12558
C 11.52370 14.12077 -5.13152
H 6.69166 8.45983 -9.52260
H 6.87777 9.91292 -10.49424
H 5.91058 9.90370 -8.94882
H 8.17501 8.44278 -7.49303
H 7.53091 10.05376 -6.80656
H 10.40847 9.59308 -7.87838
H 10.16862 9.43969 -6.24651
H 9.11279 12.00875 -6.64275
H 11.53715 11.58023 -8.25986
H 11.89577 11.66003 -6.53671
H 10.21984 13.76818 -8.07079
H 11.97281 13.85423 -7.85133
H 11.26787 14.81233 -4.32878
H 12.54769 14.45282 -5.30264
H 11.62310 13.13561 -4.67582
*
```

Results
Energy = -103052.211 eV

***

No. 2
C4H7ClN2O2 in the gas phase at a distorted geometry, computed with wB97M-V/def2-TZVPD.

The geometry in ORCA input format:
```
! RIJCOSX wB97M-V def2-TZVPD def2/J DEFGRID3
* xyz 0 1
C 0.93352 1.46774 3.19772
C 0.69474 0.94859 1.94246
O 0.23817 1.70768 0.81133
N -0.11674 1.11629 -0.42217
O -0.54025 1.87777 -1.26665
N 0.19507 -0.08457 -0.49388
C 0.05376 -0.74061 -1.75307
C -1.15226 -1.77718 -1.67896
Cl -0.87016 -3.09916 -0.51500
H 1.39096 0.74245 3.82083
H 0.93643 2.53883 3.46540
H 0.76560 -0.01369 1.54349
H -0.16172 0.00601 -2.62391
H 1.07506 -1.27147 -2.01518
H -1.38927 -2.07009 -2.71929
H -2.05290 -1.34857 -1.29310
*
```

Results
Energy = -23853.588 eV

***

No. 3
CH2Cl2O3S in the gas phase at a distorted geometry, computed with wB97M-V/def2-TZVPD.

The geometry in ORCA input format:
```
! RIJCOSX wB97M-V def2-TZVPD def2/J DEFGRID3
* xyz 0 1
O -1.65312 -2.35302 0.04168
S -1.94278 -0.96880 -0.33208
O -2.48987 -0.63530 -1.63429
C -0.15052 0.32779 -0.10871
Cl -0.81196 1.82118 -0.57641
O -2.92308 -0.32463 0.86673
Cl -3.90418 0.98882 0.44639
H 0.41077 -0.31676 -0.78316
H 0.28578 0.19515 0.81465
*
```

Results
Energy = -43088.060 eV

***

No. 4
A molecular structure, C38H42ClF4N5O10STa at a distorted geometry, computed with wB97M-V/def2-TZVPD.

The geometry in ORCA input format:
```
! RIJCOSX wB97M-V def2-TZVPD def2/J DEFGRID3
* xyz -1 1
Ta -0.59295 1.04302 -0.22991
C 2.42044 0.87324 2.48211
N 1.08334 0.26620 2.46443
C 1.21315 -1.03606 3.11319
C 0.07907 1.06209 3.16783
C 0.09158 2.52264 2.76393
N 0.28523 2.70031 1.33327
C 0.58696 3.95930 0.95460
C 0.93429 4.27132 -0.38002
F 0.91226 3.27144 -1.27449
C 1.30226 5.51142 -0.83203
F 1.62357 5.64651 -2.13203
C 1.35877 6.60512 0.00438
C 1.00446 6.35707 1.31308
F 1.00848 7.37471 2.19625
C 0.63705 5.11401 1.77984
F 0.28363 5.04874 3.08794
H 2.76548 1.03983 3.51794
H 2.43210 1.80490 1.93295
H 3.10571 0.19093 1.98691
H 1.68286 -0.92341 4.10381
H 1.83355 -1.69737 2.50565
H 0.24274 -1.50082 3.26193
H 0.24423 1.01413 4.25698
H -0.89392 0.61471 2.97802
H 0.90751 2.99073 3.32208
H -0.83138 2.99723 3.11908
H 1.66882 7.58239 -0.33529
C -3.28417 -0.11360 3.18757
C -2.48638 -1.07807 2.38585
N -1.56341 -0.82838 1.47217
C -1.09869 -2.07700 1.05938
C -1.75863 -3.06291 1.74795
N -2.62153 -2.40358 2.56477
C -1.75003 -4.55735 1.88674
O -0.96543 -5.25214 1.11593
O -2.47900 -5.04301 2.72982
C -0.04533 -2.22048 0.00805
O 0.25499 -3.36695 -0.39690
O 0.45864 -1.16470 -0.43933
H -3.08547 0.88807 2.84923
H -3.02551 -0.18431 4.24602
H -4.35274 -0.30848 3.07857
H -3.23480 -2.88907 3.20069
H -0.43786 -4.61954 0.48424
C -4.15140 1.92979 0.34405
C -3.35840 2.80771 -0.60528
C -3.63417 4.27117 -0.23273
C -3.82159 2.56288 -2.04876
C -1.85017 2.56872 -0.50645
H -5.21270 2.20579 0.33335
H -3.77367 2.08939 1.35286
H -4.07521 0.87077 0.08584
H -4.71294 4.46037 -0.18481
H -3.19782 4.95035 -0.97264
H -3.19962 4.51061 0.74413
H -4.87075 2.86091 -2.16893
H -3.73170 1.50723 -2.31555
H -3.21422 3.14026 -2.75264
H -1.34201 3.50217 -0.76682
C 4.16751 -3.61343 3.29743
C 3.96368 -3.41005 1.81626
C 3.15711 -4.26957 1.08029
C 2.99394 -4.10039 -0.28885
C 3.64199 -3.04686 -0.91722
C 4.44268 -2.16077 -0.19861
C 4.60459 -2.35783 1.15948
S 3.46828 -2.83595 -2.65053
O 3.19293 -4.13261 -3.19566
O 4.61314 -2.10262 -3.13238
N 2.13291 -1.88870 -2.86664
C 2.29903 -0.59123 -3.59144
C 2.75371 0.57036 -2.71084
C 1.67408 0.83214 -1.70733
O 0.47225 0.85694 -2.16079
O 1.86953 1.00199 -0.49113
H 3.44505 -4.32294 3.70238
H 4.06657 -2.67034 3.83874
H 5.17043 -3.99973 3.49889
H 2.64092 -5.08130 1.58193
H 2.37662 -4.77358 -0.87012
H 4.94995 -1.35257 -0.71051
H 5.23783 -1.68261 1.72584
H 1.57273 -1.81109 -2.00705
H 1.32666 -0.33857 -4.00512
H 2.98798 -0.75910 -4.41136
H 2.86987 1.48010 -3.30641
H 3.69872 0.35305 -2.22259
Cl -1.49073 -3.00501 -7.00977
C -1.86153 -2.39726 -5.41611
C -0.83290 -2.18748 -4.51454
C -1.13548 -1.68297 -3.25790
C -2.45612 -1.43202 -2.90661
C -3.47837 -1.66807 -3.81575
C -3.18362 -2.13874 -5.08576
C -2.80806 -0.92199 -1.55271
O -3.82950 -1.18801 -0.98244
O -1.85992 -0.14055 -0.99668
H 0.19164 -2.41301 -4.78586
H -0.34484 -1.49053 -2.54625
H -4.50302 -1.47841 -3.52071
H -3.96581 -2.30966 -5.81438
*
```

Results
Energy = -103797.974 eV

***

| no. | frontier orbital gap (eV) |
| --- | --- |
| 1 | 1.24 |
| 2 | 10.15 |
| 3 | 9.38 |
| 4 | 6.95 |